[1]
{
  "formula": "C20H37Br2IMgO5P2S2",
  "method": "ωB97M-V with the def2-TZVPD basis set",
  "elements": ["C", "C", "C", "C", "C", "C", "C", "C", "C", "Br", "O", "C", "C", "S", "O", "O", "P", "C", "C", "C", "C", "C", "O", "C", "I", "C", "C", "C", "S", "P", "O", "Br", "H", "H", "H", "H", "H", "H", "H", "H", "H", "H", "H", "H", "H", "H", "H", "H", "H", "H", "H", "H", "H", "H", "H", "H", "H", "H", "H", "H", "H", "H", "H", "H", "H", "H", "H", "H", "H", "Mg"],
  "positions_angstrom": [[6.9796, -0.9030, -0.3422], [5.8372, -0.6788, -0.0526], [4.4321, -0.3717, 0.3187], [3.4941, -1.2579, -0.5600], [2.3281, -1.9216, 0.2486], [0.9556, -1.2175, 0.0100], [0.3903, -1.7139, -1.3354], [0.1993, -3.2505, -1.4434], [-1.1807, -3.5762, -2.0478], [1.5907, -4.1080, -2.5130], [1.2644, 0.1960, 0.0611], [0.4375, 1.0220, -0.7187], [1.0430, 1.3430, -2.1374], [-0.1758, 1.2695, -3.4752], [0.0977, 0.0629, -4.1913], [-0.0721, 2.4136, -4.3216], [0.3817, 2.7028, 0.1823], [-0.3507, 4.0011, -0.9256], [-1.8564, 4.1653, -0.5250], [2.0778, 3.1684, 0.7495], [1.9209, 3.9308, 2.1047], [0.0411, -1.7107, 1.2137], [-1.2874, -1.7230, 0.7302], [-2.3068, -2.0384, 1.6753], [-1.9254, -3.7698, 2.9031], [-3.5950, -2.3423, 0.8373], [-4.8643, -1.9029, 1.5911], [-5.1652, -0.4004, 1.2419], [-6.6852, -0.2876, 0.2297], [0.1026, -0.6866, 2.7915], [-0.7964, 0.6478, 2.4432], [2.2152, 0.1565, 3.1685], [8.0031, -1.0590, -0.5999], [4.3533, -0.6351, 1.3806], [4.2520, 0.6989, 0.1609], [4.1192, -2.0829, -0.9198], [3.1441, -0.7321, -1.4526], [2.6371, -1.8862, 1.3041], [2.3175, -2.9740, -0.0496], [1.1260, -1.4352, -2.1026], [-0.5739, -1.2693, -1.6077], [0.2015, -3.7288, -0.4568], [-1.4257, -4.6375, -1.9251], [-1.2090, -3.3536, -3.1219], [-1.9805, -3.0093, -1.5540], [-0.6193, 0.7193, -0.7753], [1.8336, 0.6343, -2.4079], [1.5195, 2.3299, -2.1328], [-1.4515, 1.1778, -2.9781], [0.1328, 4.9586, -0.6826], [-0.2287, 3.7916, -1.9960], [-2.4442, 3.3507, -0.9700], [-2.2411, 5.1428, -0.8244], [-1.9541, 4.0431, 0.5611], [2.6234, 2.2278, 0.9066], [2.6213, 3.8164, 0.0505], [2.7509, 4.6209, 2.3018], [1.7809, 3.1990, 2.9378], [0.9851, 4.5070, 2.0500], [0.4421, -2.7067, 1.4564], [-2.5880, -1.1908, 2.3190], [-3.6251, -3.4348, 0.7365], [-3.5060, -1.9052, -0.1641], [-5.7300, -2.5262, 1.3423], [-4.7280, -2.0116, 2.6779], [-5.2200, 0.1805, 2.1680], [-4.3384, -0.0323, 0.6208], [-6.3234, 0.6381, -0.6930], [-1.0818, 0.6452, 1.5143], [1.8748, 2.6311, 4.8800]],
  "atomic_forces_ev_per_a": [[-0.150, 0.117, 0.032], [-0.139, 0.576, 0.166], [0.769, -0.637, -0.887], [0.042, -0.718, 0.762], [0.752, 1.017, -0.734], [0.848, -1.884, 0.877], [0.545, -0.036, -0.430], [-1.255, 0.085, 0.315], [0.078, -0.248, -0.307], [-0.083, 0.156, 0.294], [-1.156, -0.285, -0.342], [0.888, 1.882, -0.526], [-0.426, -0.087, 0.954], [1.249, -0.571, -2.841], [-0.389, -1.173, 0.910], [-0.409, 1.368, 1.064], [-0.448, -0.023, 0.549], [-0.513, 0.130, 0.594], [0.504, -0.684, -0.065], [-0.208, -0.695, 0.340], [-0.139, 0.776, -0.846], [1.152, 1.258, -1.915], [0.275, 0.096, 1.374], [-1.920, -0.122, -1.163], [0.216, 0.322, 0.063], [0.177, -1.224, 0.909], [0.066, 0.934, -0.349], [0.267, -0.582, 0.052], [0.040, 0.154, -0.077], [-2.229, -0.332, 1.298], [0.742, -1.039, -0.303], [0.991, 1.335, 0.257], [-0.107, -0.092, 0.006], [-0.278, 0.206, -0.168], [-0.058, -0.169, 0.241], [-0.199, 0.200, -0.063], [0.066, -0.010, 0.222], [-0.348, -0.097, -0.105], [-0.463, 0.178, 0.194], [-0.361, 0.085, 0.092], [0.288, 0.098, 0.200], [0.385, 0.080, -0.230], [0.195, 0.180, -0.075], [0.035, 0.044, 0.246], [0.309, -0.015, 0.000], [0.290, -0.263, -0.002], [-0.436, -0.088, -0.071], [-0.317, -0.130, -0.301], [0.425, 0.176, 0.582], [0.254, -0.355, -0.179], [0.084, 0.143, 0.198], [-0.058, 0.389, -0.025], [-0.008, -0.280, -0.082], [-0.066, 0.281, -0.216], [0.082, 0.309, -0.217], [-0.124, -0.116, 0.120], [-0.084, -0.296, 0.062], [0.014, -0.101, -0.253], [0.273, -0.012, 0.460], [-0.563, 0.139, 0.303], [0.744, -0.181, 0.111], [-0.002, 0.282, -0.441], [-0.105, 0.082, 0.257], [0.287, 0.073, -0.116], [0.083, -0.017, -0.266], [-0.229, 0.133, -0.351], [-0.168, 0.144, 0.298], [0.091, -0.234, 0.460], [0.012, 0.378, 0.018], [-0.076, -1.007, -0.933]],
  "homo_energy_ev": -12.9,
  "gap_ev": 2.0,
  "energy_ha": -8284.5138,
  "charge": 2
}

***

[2]
{
  "formula": "C20H37F2Hg2N4O9S2Ti2",
  "method": "ωB97M-V with the def2-TZVPD basis set",
  "elements": ["Ti", "Ti", "Hg", "Hg", "O", "C", "C", "O", "H", "H", "H", "H", "N", "S", "O", "O", "F", "S", "O", "O", "F", "N", "C", "C", "C", "C", "H", "H", "H", "H", "H", "N", "C", "C", "C", "C", "H", "H", "H", "H", "H", "N", "C", "C", "C", "C", "H", "H", "H", "H", "H", "C", "C", "O", "H", "H", "H", "H", "H", "H", "C", "C", "O", "H", "H", "H", "H", "H", "H", "C", "C", "O", "H", "H", "H", "H", "H", "H"],
  "positions_angstrom": [[8.0117, 16.4200, 27.7220], [6.7807, 19.4759, 34.2011], [4.8657, 19.6752, 31.6507], [5.7349, 16.3788, 30.3811], [6.4913, 17.9614, 32.1606], [7.8914, 18.0018, 31.7822], [8.5781, 16.7086, 31.3348], [8.1298, 16.1767, 30.1185], [8.5081, 18.5578, 32.5051], [7.7512, 18.6654, 30.9172], [8.4525, 16.0072, 32.1727], [9.6616, 16.8472, 31.3885], [5.5570, 21.4589, 30.5329], [5.4451, 22.3802, 29.2328], [6.3233, 22.0906, 28.1290], [4.9387, 23.7091, 29.3853], [4.1787, 21.5137, 28.7769], [7.1541, 21.9446, 30.8662], [7.3936, 23.2707, 31.3269], [8.2559, 21.3376, 30.1419], [7.3175, 21.0205, 32.2196], [12.7456, 19.2657, 29.3130], [11.9838, 20.4049, 29.5570], [11.1951, 20.0698, 30.6442], [11.5637, 18.8181, 31.1046], [12.4677, 18.2784, 30.2270], [13.4779, 19.1463, 28.6321], [12.1845, 21.2672, 28.9456], [10.4709, 20.7461, 31.0732], [11.1397, 18.2405, 31.9147], [12.7806, 17.2509, 30.1489], [9.1526, 10.5569, 32.9916], [9.9234, 11.6925, 32.8903], [9.1085, 12.7257, 33.2158], [7.8287, 12.2588, 33.6807], [7.9081, 10.9019, 33.4181], [9.4204, 9.5958, 32.8700], [10.9661, 11.5950, 32.6412], [9.4641, 13.7423, 33.3316], [7.0587, 12.8347, 34.1535], [7.2062, 10.0851, 33.4970], [9.2781, 19.3878, 28.1835], [8.5164, 19.9571, 27.2299], [8.9890, 19.5386, 25.9987], [10.1335, 18.7130, 26.2067], [10.1766, 18.5316, 27.5768], [9.1186, 19.4853, 29.1759], [7.6659, 20.5897, 27.4317], [8.5377, 19.7422, 25.0401], [10.8253, 18.2532, 25.5204], [10.9156, 18.0646, 28.2143], [4.5741, 13.5270, 33.8858], [5.2636, 14.7009, 33.1943], [4.5521, 15.0964, 32.0178], [4.9788, 13.3824, 34.8851], [4.7137, 12.5940, 33.3393], [3.5016, 13.7348, 33.8747], [6.3013, 14.5036, 32.9259], [5.2087, 15.5588, 33.8771], [3.6243, 15.1595, 32.2861], [10.1657, 19.3526, 35.1422], [9.8678, 20.8514, 35.1760], [8.5347, 21.1425, 34.6499], [9.3721, 18.9217, 35.7643], [11.1778, 19.1988, 35.5134], [10.1898, 18.8783, 34.1582], [10.5146, 21.3402, 34.4494], [9.9388, 21.1809, 36.2084], [8.1197, 21.9171, 35.0528], [11.7362, 14.3290, 30.3703], [11.3541, 15.0251, 29.0483], [10.0535, 14.6111, 28.6529], [12.7194, 14.5736, 30.7840], [11.8124, 13.2577, 30.1809], [11.1006, 14.5530, 31.2298], [12.1355, 14.8170, 28.3239], [11.3863, 16.0883, 29.3050], [9.4009, 15.0084, 29.2524]],
  "atomic_forces_ev_per_a": [[1.975, 0.782, 1.736], [1.224, 0.262, -1.817], [-0.312, -0.298, 0.115], [0.038, -0.383, -0.189], [0.231, -0.180, 2.542], [-0.780, 1.521, -2.009], [-0.071, -0.069, 1.541], [-0.752, 0.273, -1.573], [0.147, -0.255, 0.178], [1.376, 0.081, -0.184], [-0.441, -0.474, -0.253], [0.003, 0.418, -0.702], [4.600, 1.463, 1.403], [-5.406, 1.236, -6.020], [0.599, 0.234, 1.815], [1.147, -1.384, 0.903], [-0.302, 0.284, 0.116], [3.735, -0.569, 1.061], [-1.398, -0.763, -0.364], [-2.190, 0.163, -0.016], [-0.839, -0.704, 1.457], [0.010, -0.258, 0.231], [0.923, -1.898, 0.101], [-0.097, 2.345, -0.237], [-0.528, -1.852, 0.113], [-0.094, 0.769, -0.168], [-0.072, 0.368, -0.155], [-0.424, 0.219, 0.175], [0.100, 0.000, 0.125], [0.011, 0.252, 0.099], [0.651, 0.281, 0.040], [-0.342, 0.752, 0.080], [-0.228, -1.255, -0.323], [0.049, 1.648, 1.243], [1.504, -1.091, -1.413], [-0.716, -0.566, 0.602], [0.246, 0.093, -0.174], [-0.023, 0.325, -0.095], [0.013, 0.010, -0.098], [-0.150, -0.166, -0.116], [-0.241, 0.266, 0.305], [-0.796, -1.106, 0.005], [-0.521, 0.098, -1.060], [0.073, -0.103, -0.606], [-1.387, -0.601, 0.572], [0.793, -0.504, 1.409], [0.408, 0.234, -0.065], [0.207, 0.088, 0.182], [0.144, 0.390, 0.048], [-0.189, 0.061, -0.238], [0.090, 0.063, -0.233], [0.274, 0.020, -0.935], [-0.117, 0.005, 1.256], [-0.136, -0.003, -0.521], [-0.302, 0.129, 0.124], [0.081, 0.060, -0.075], [-0.027, -0.087, 0.546], [-0.098, -0.047, -0.131], [0.379, -0.035, 0.028], [-0.055, 0.053, -0.452], [-0.800, 0.730, -0.165], [0.676, -0.520, -0.990], [-1.992, -1.658, 0.121], [0.462, -0.691, 0.275], [-0.229, -0.185, 0.553], [-0.287, 0.345, -0.212], [0.321, 0.420, 0.608], [0.136, 0.409, -0.169], [0.538, 0.271, 0.059], [0.549, -0.550, -0.073], [0.961, 0.500, 2.479], [-1.142, 0.673, -1.357], [0.208, 0.407, -0.652], [-0.419, -0.080, 0.286], [-0.596, -0.187, -0.367], [-0.531, -0.174, -0.518], [-0.313, 0.124, -0.667], [0.461, -0.429, 0.859]],
  "multiplicity": 7,
  "homo_energy_ev": [-14.1, -14.1],
  "gap_ev": [3.4, 2.3],
  "energy_ha": -4680.9808,
  "s_squared": 12.018,
  "charge": 3
}

***

[3]
{
  "formula": "C20H37N2O2P3Tc",
  "method": "ωB97M-V with the def2-TZVPD basis set",
  "elements": ["P", "C", "H", "H", "H", "C", "H", "H", "H", "C", "H", "H", "H", "P", "C", "H", "H", "H", "C", "H", "H", "H", "C", "H", "H", "H", "P", "C", "H", "H", "H", "C", "H", "H", "H", "C", "H", "H", "H", "Tc", "C", "O", "C", "O", "C", "C", "C", "C", "C", "C", "H", "H", "H", "H", "H", "H", "N", "C", "C", "C", "N", "H", "H", "H", "H"],
  "positions_angstrom": [[-4.3479, -2.0226, 0.1786], [-3.3930, -3.2998, 1.0889], [-3.8423, -4.2832, 0.9116], [-3.4077, -3.0475, 2.1548], [-2.3473, -3.2971, 0.7582], [-6.0616, -2.6012, 0.3845], [-6.7093, -1.8298, -0.0426], [-6.2562, -2.6845, 1.4584], [-6.1772, -3.5425, -0.1530], [-3.9373, -2.5787, -1.5313], [-4.3753, -3.5717, -1.7027], [-2.8454, -2.6299, -1.6761], [-4.3430, -1.8600, -2.2572], [2.8945, -0.4444, -2.8157], [4.1027, -1.7253, -2.3552], [4.8441, -1.8156, -3.1535], [3.5920, -2.6832, -2.2120], [4.5995, -1.4348, -1.4238], [2.4295, -1.0677, -4.4577], [1.8351, -0.3282, -5.0069], [1.8396, -1.9848, -4.3238], [3.3330, -1.3029, -5.0171], [4.0620, 0.9264, -3.0891], [4.8610, 0.5807, -3.7439], [4.5064, 1.1884, -2.1174], [3.5592, 1.8055, -3.5122], [-0.2825, 3.3036, 3.3979], [0.9241, 2.1170, 4.1257], [1.6028, 2.6264, 4.8225], [1.5047, 1.6445, 3.3226], [0.3692, 1.3291, 4.6475], [0.9066, 4.5031, 2.6677], [1.3432, 5.1012, 3.4767], [0.3654, 5.1644, 1.9774], [1.6966, 3.9822, 2.1075], [-0.8541, 4.2194, 4.8866], [-0.1099, 4.9746, 5.1480], [-1.0267, 3.4976, 5.6927], [-1.8008, 4.7042, 4.6144], [-0.2605, 0.6813, -0.8658], [0.0300, -1.1462, -1.5746], [0.1518, -2.2333, -1.9811], [1.6320, 0.8401, -0.2690], [2.7061, 0.9720, 0.1742], [-0.1022, 2.7189, -1.3789], [-1.1655, 2.5552, -0.4821], [-2.1550, 1.5968, -0.7450], [-2.1125, 0.8492, -1.9285], [-1.0204, 0.9830, -2.8005], [0.0025, 1.8905, -2.5044], [0.6881, 3.4313, -1.1687], [-1.2449, 3.1363, 0.4425], [-2.9652, 1.4576, -0.0376], [-2.9104, 0.1235, -2.0942], [-0.9230, 0.3509, -3.6703], [0.8869, 1.9167, -3.1273], [-1.3148, -0.2470, 2.1643], [-1.0359, -1.1058, 3.1704], [0.1088, -1.7946, 2.8034], [0.4870, -1.3023, 1.5553], [-0.3853, -0.3468, 1.1770], [-2.0866, 0.4219, 2.1168], [-1.6343, -1.1910, 4.0653], [0.6229, -2.5604, 3.3510], [1.3349, -1.5871, 0.9417]],
  "atomic_forces_ev_per_a": [[-0.200, -4.083, -1.135], [0.765, 1.352, 0.815], [-0.197, 0.221, -0.072], [-0.038, -0.429, -0.054], [-0.236, -0.044, 0.035], [-0.147, 1.791, 0.586], [-0.304, -0.322, 0.066], [-0.185, -0.140, -0.228], [0.181, -0.058, 0.001], [0.509, 1.562, -0.433], [-0.050, 0.229, 0.274], [-0.417, -0.016, 0.145], [-0.028, -0.422, -0.025], [3.066, -0.917, -2.192], [-0.811, -0.347, 1.490], [-0.162, 0.185, -0.117], [0.252, 0.038, -0.023], [0.051, -0.190, -0.141], [-1.656, 0.308, 0.257], [0.127, -0.225, -0.046], [0.148, 0.184, -0.182], [0.267, 0.095, 0.115], [-0.957, 1.056, 0.916], [-0.108, -0.219, -0.201], [-0.076, 0.050, -0.309], [0.325, -0.145, 0.020], [3.354, 1.531, 2.614], [-0.902, -1.239, -0.862], [-0.319, 0.276, -0.151], [-0.038, 0.118, 0.230], [0.282, 0.114, 0.116], [-0.728, -0.183, -1.525], [-0.194, -0.231, -0.008], [0.332, 0.134, 0.194], [-0.271, 0.125, 0.215], [-1.577, -0.614, -0.679], [0.064, -0.145, -0.140], [-0.013, 0.250, -0.110], [0.157, 0.151, 0.470], [3.378, -5.421, 3.341], [0.246, -3.745, -0.668], [-0.366, 3.482, 1.072], [3.550, 0.572, 1.841], [-3.621, -0.429, -1.663], [0.192, 1.785, -0.161], [-0.457, 1.778, 1.002], [-1.502, 0.387, -0.269], [-2.048, -0.149, -0.066], [-0.191, 0.129, -1.191], [0.436, 1.458, -1.933], [-0.057, -0.076, 0.071], [0.204, -0.085, -0.525], [0.017, -0.035, -0.125], [0.389, 0.209, -0.192], [-0.069, -0.091, -0.045], [-0.188, 0.297, -0.139], [0.266, 0.002, -0.140], [0.532, -0.341, -0.209], [-0.120, -0.064, 0.230], [-1.084, 0.715, 0.402], [-0.031, 0.167, -0.702], [0.608, -0.443, -0.112], [-0.064, 0.102, -0.082], [-0.029, -0.111, 0.227], [-0.255, 0.108, 0.111]],
  "multiplicity": 4,
  "homo_energy_ev": [-20.0, -20.0],
  "gap_ev": [9.1, 5.7],
  "energy_ha": -2147.5466,
  "s_squared": 3.756,
  "charge": 4
}